Record 1
Formula: C26H39N5O2
Source: the OMol25 dataset
Level of theory: the ωB97M-V functional and the def2-TZVPD basis

The geometry in XYZ format:
```
72
Properties=species:S:1:pos:R:3:forces:R:3:lowdin_charge:R:1
C 1.730 -4.429 3.236 0.209 0.162 -0.212 -0.0793
C 2.246 -3.576 2.079 -0.069 -0.120 0.208 -0.2531
N 1.182 -2.761 1.506 0.246 -0.096 0.107 -0.2232
C 1.313 -2.559 0.067 0.098 0.056 -0.202 -0.2359
C 2.556 -1.803 -0.408 -0.258 -0.109 0.207 -0.0634
C 0.947 -1.533 2.259 -0.143 0.243 -0.034 -0.1849
C -0.471 -0.981 2.085 0.103 -0.297 0.143 -0.1466
C -1.540 -1.953 2.590 -0.111 0.330 0.024 -0.1581
N -1.504 -3.194 1.850 0.012 -0.074 0.066 0.0852
C -2.496 -3.584 1.039 0.411 -0.437 0.253 -0.5086
O -3.566 -2.998 0.954 -0.521 0.169 -0.183 0.0249
C -2.200 -4.843 0.234 -0.230 0.153 -0.150 -0.0800
C -2.596 -4.653 -1.238 0.179 -0.021 0.057 -0.0884
C -1.738 -3.548 -1.839 -0.468 -0.374 0.041 -0.4758
O -0.715 -3.776 -2.450 0.341 -0.041 -0.122 0.0598
N -2.226 -2.310 -1.563 -0.362 0.218 0.074 0.1428
C -1.598 -1.069 -1.723 0.020 0.347 0.140 -0.2281
C -0.492 -0.888 -2.574 0.124 -0.001 -0.145 -0.0135
C 0.105 0.337 -2.668 -0.157 -0.075 0.104 0.0003
C -0.368 1.441 -1.928 -0.487 -0.273 0.362 -0.2214
N 0.267 2.616 -2.061 0.240 0.573 0.105 0.1534
C -0.156 3.669 -1.387 -0.028 -0.632 -0.384 -0.2727
N 0.477 4.852 -1.640 0.022 0.320 -0.183 -0.0808
C 0.450 5.991 -0.754 -0.041 0.045 0.453 -0.1646
C 1.647 5.956 0.202 -0.025 0.213 -0.206 -0.1750
C 2.945 5.926 -0.602 -0.008 -0.265 0.157 -0.2092
C 2.923 4.759 -1.587 -0.101 0.241 -0.123 -0.1755
C 1.670 4.836 -2.461 0.325 -0.270 -0.206 -0.1676
C -1.266 3.578 -0.498 -0.169 -0.137 0.200 0.0480
C -1.928 2.396 -0.335 0.157 0.247 -0.013 -0.2052
C -3.094 2.292 0.599 0.062 0.063 -0.070 -0.0347
C -1.488 1.260 -1.073 0.400 0.057 -0.363 -0.1213
C -2.087 -0.006 -0.993 0.023 -0.245 -0.183 0.0173
H 2.538 -5.040 3.630 0.051 -0.088 0.119 0.0714
H 0.933 -5.086 2.895 -0.085 -0.086 -0.022 0.0694
H 1.344 -3.813 4.043 -0.053 0.040 0.122 0.0632
H 3.090 -2.960 2.426 0.025 -0.041 -0.106 0.1195
H 2.619 -4.242 1.298 0.060 0.071 -0.008 0.1180
H 0.429 -2.022 -0.278 -0.034 -0.104 -0.053 0.0887
H 1.296 -3.546 -0.403 -0.095 0.058 -0.029 0.1177
H 2.548 -1.769 -1.494 0.049 0.036 -0.136 0.0728
H 3.467 -2.299 -0.082 0.130 -0.021 0.000 0.0671
H 2.560 -0.780 -0.041 0.069 0.122 -0.005 0.0663
H 1.096 -1.760 3.317 0.050 0.043 0.006 0.1139
H 1.669 -0.747 1.988 0.048 -0.072 0.083 0.1165
H -0.660 -0.746 1.036 -0.031 0.069 -0.006 0.0885
H -0.546 -0.051 2.651 -0.002 0.070 -0.024 0.1159
H -1.371 -2.170 3.651 -0.057 0.078 -0.017 0.1213
H -2.539 -1.526 2.473 0.112 -0.063 0.095 0.1148
H -0.553 -3.543 1.728 -0.146 -0.090 -0.169 0.0990
H -2.789 -5.660 0.659 0.067 0.032 0.051 0.1256
H -1.142 -5.100 0.305 0.022 -0.063 0.027 0.1161
H -2.412 -5.576 -1.789 -0.004 0.119 -0.027 0.1215
H -3.654 -4.397 -1.298 0.007 -0.037 0.014 0.1195
H -3.054 -2.279 -0.976 0.113 -0.169 -0.045 0.1201
H -0.123 -1.730 -3.136 0.022 -0.028 -0.036 0.1047
H 0.954 0.492 -3.316 0.096 0.023 -0.074 0.1129
H -0.483 6.030 -0.196 0.016 0.053 -0.095 0.1029
H 0.508 6.894 -1.373 -0.067 -0.020 0.068 0.1265
H 1.623 6.828 0.857 -0.023 -0.004 0.071 0.1089
H 1.579 5.059 0.822 -0.035 -0.018 0.075 0.1158
H 3.802 5.839 0.069 0.031 0.082 -0.026 0.1067
H 3.047 6.864 -1.154 0.047 0.074 -0.009 0.1109
H 3.814 4.775 -2.216 0.044 -0.065 -0.023 0.1091
H 2.906 3.814 -1.041 0.034 -0.089 -0.008 0.1135
H 1.608 3.974 -3.123 0.063 0.244 -0.019 0.1066
H 1.684 5.757 -3.055 0.001 -0.011 -0.005 0.1246
H -1.601 4.444 0.050 -0.042 0.037 0.041 0.0988
H -2.904 1.541 1.365 -0.049 -0.069 0.068 0.0797
H -3.282 3.246 1.087 -0.030 0.016 0.035 0.0784
H -3.991 1.999 0.055 -0.097 -0.052 0.026 0.0909
H -2.939 -0.160 -0.348 -0.102 -0.046 0.116 0.1175
```
Forces are in eV/Å.

Calculated values
SMILES = CCN(CC)CCCNC(=O)CCC(=O)Nc1ccc2nc(N3CCCCC3)cc(C)c2c1
lowest unoccupied orbital energy = 0.022 hartree
gap between HOMO and LUMO = 0.289 Eh
relative energy (zero: lowest compared OMol25 entry of this formula, charge and spin) = 0.0 kcal/mol
E_HOMO = -7.3 eV

---

Record 2
Formula: C6H20CdN3S
Source: the OMol25 dataset
Level of theory: the ωB97M-V functional and the def2-TZVPD basis

The geometry in XYZ format:
```
31
Properties=species:S:1:pos:R:3:forces:R:3:lowdin_charge:R:1
C 0.040 1.633 -1.516 -0.506 -1.220 1.347 -0.3732
Cd -0.289 -1.242 0.896 -2.249 0.934 -1.924 0.5846
N 0.709 -3.074 0.232 0.904 -1.603 0.125 -0.2134
H 0.341 3.290 -2.778 0.585 2.726 -1.936 -0.0785
H 0.290 2.689 -2.146 -0.653 -1.169 0.076 -0.2915
H 0.091 2.210 -0.560 0.066 -1.004 -0.205 -0.0441
H -0.962 1.158 -1.725 1.057 0.508 0.286 -0.0210
H 0.911 1.012 -1.811 -0.451 0.175 0.603 -0.0346
H 0.190 -3.711 0.848 0.230 0.017 -0.360 -0.0273
H 1.689 -3.076 0.500 0.300 -0.311 -0.105 -0.0103
H 0.591 -3.357 -0.734 -0.011 -0.049 -0.149 -0.0050
C 2.568 1.370 2.946 0.083 0.087 0.102 -0.1339
N 1.275 2.047 2.881 -0.151 0.068 -0.403 -0.2050
C 1.275 3.363 2.230 0.145 0.138 0.063 -0.0702
C 0.143 1.306 2.937 0.427 -1.352 0.624 -0.7771
S 0.267 -0.422 3.085 0.214 1.917 1.881 0.2808
N -1.057 1.946 2.949 0.022 0.063 0.306 -0.2056
C -1.194 3.175 3.737 -0.053 0.121 -0.319 -0.0712
C -2.286 1.177 2.721 -0.049 -0.065 -0.222 -0.1395
H 3.329 2.137 3.100 -0.025 -0.069 0.030 0.0768
H 2.797 0.825 2.017 -0.156 0.118 0.226 0.0813
H 2.582 0.662 3.782 0.000 0.196 -0.256 0.0460
H 0.569 3.403 1.388 0.172 -0.106 0.269 0.0792
H 1.044 4.157 2.953 0.076 -0.095 -0.248 0.0701
H 2.284 3.541 1.848 -0.255 0.002 -0.065 0.0818
H -1.111 4.063 3.095 -0.056 -0.093 0.258 0.0775
H -2.191 3.182 4.190 0.231 -0.032 0.009 0.0801
H -0.436 3.230 4.532 -0.165 -0.070 -0.225 0.0926
H -2.316 0.803 1.687 0.087 0.052 0.468 0.0230
H -2.372 0.326 3.414 0.047 0.202 -0.174 0.0536
H -3.132 1.854 2.869 0.134 -0.086 -0.084 0.0740
```
Forces are in eV/Å.

Calculated values
lowest unoccupied orbital energy (alpha / beta) = 0.101 / 0.101 hartree
total charge = -1
gap between HOMO and LUMO (alpha / beta) = 0.121 / 0.121 Eh
relative energy (zero: lowest compared OMol25 entry of this formula, charge and spin) = 75.5 kcal/mol
E_HOMO (alpha / beta) = -0.5 / -0.5 eV

---

Record 3
Formula: C4H6N4OS
Source: the OMol25 dataset
Level of theory: the ωB97M-V functional and the def2-TZVPD basis

The geometry in XYZ format:
```
16
Properties=species:S:1:pos:R:3:forces:R:3:lowdin_charge:R:1
C 2.558 0.351 0.229 -0.774 0.727 -0.181 -0.0590
C 1.765 1.466 -0.017 3.373 1.470 -0.067 -0.1420
C 1.890 -0.853 0.395 2.388 -1.201 0.368 -0.1833
C -0.083 0.192 0.099 -3.082 -1.838 0.111 -0.4091
N 0.445 1.383 -0.085 -0.676 -1.687 0.282 0.2017
N 0.567 -0.933 0.329 -2.124 2.308 -0.512 0.1057
N -2.463 0.534 -1.320 0.586 -0.776 0.508 -0.2070
N -2.169 -1.544 0.024 0.017 0.923 0.029 -0.0769
O -2.374 0.657 1.271 0.307 0.012 -0.026 -0.3222
S -1.919 0.096 0.028 -0.505 -0.521 -0.515 0.6337
H 3.632 0.418 0.286 0.051 0.175 -0.030 0.1052
H 2.186 2.451 -0.165 0.243 -0.020 0.028 0.1164
H 2.411 -1.782 0.585 0.124 0.090 -0.011 0.1051
H -2.759 1.492 -1.350 -0.061 0.444 0.116 0.0099
H -1.515 -2.038 0.614 0.134 -0.029 0.111 0.0562
H -2.172 -1.889 -0.923 -0.001 -0.076 -0.212 0.0656
```
Forces are in eV/Å.

Calculated values
spin multiplicity = 3
lowest unoccupied orbital energy (alpha / beta) = 0.011 / -0.149 hartree
gap between HOMO and LUMO (alpha / beta) = 0.237 / 0.214 Eh
relative energy (zero: lowest compared OMol25 entry of this formula, charge and spin) = 8.6 kcal/mol
E_HOMO (alpha / beta) = -6.1 / -9.9 eV